{"formula": "C48H74F12NO10", "method": "the ωB97M-V functional and the def2-TZVPD basis", "symbols": ["C", "C", "C", "C", "C", "C", "C", "C", "C", "C", "N", "C", "C", "C", "C", "C", "C", "O", "C", "C", "O", "C", "C", "C", "C", "C", "C", "C", "C", "C", "C", "C", "C", "C", "C", "H", "H", "H", "H", "H", "H", "H", "H", "H", "H", "H", "H", "H", "H", "H", "H", "H", "H", "H", "H", "H", "H", "H", "H", "H", "H", "H", "H", "H", "H", "H", "H", "H", "H", "H", "H", "H", "H", "H", "H", "H", "H", "H", "H", "H", "H", "H", "H", "H", "H", "H", "H", "H", "H", "C", "C", "O", "C", "O", "C", "F", "F", "F", "H", "H", "H", "H", "H", "C", "C", "O", "C", "O", "C", "F", "F", "F", "H", "H", "H", "H", "H", "C", "C", "O", "C", "O", "C", "F", "F", "F", "H", "H", "H", "H", "H", "C", "C", "O", "C", "O", "C", "F", "F", "F", "H", "H", "H", "H", "H"], "coordinates": [[-11.079, 10.377, 7.264], [-10.756, 8.994, 6.736], [-10.915, 7.879, 7.755], [-10.372, 8.749, 5.431], [-8.997, 9.101, 4.859], [-8.368, 7.913, 4.107], [-8.451, 7.975, 2.556], [-9.784, 8.617, 2.122], [-8.375, 6.552, 1.922], [-6.968, 6.162, 1.416], [-6.314, 5.101, 2.210], [-6.427, 5.016, 3.480], [-5.627, 3.864, 4.068], [-5.722, 2.927, 2.810], [-5.403, 4.018, 1.769], [-5.284, 3.631, 0.301], [-3.832, 3.138, -0.001], [-3.823, 1.878, -0.632], [-3.426, 0.803, 0.205], [-1.929, 0.473, 0.079], [-1.759, -0.916, -0.104], [-0.462, -1.312, -0.362], [-0.267, -2.441, -1.105], [0.985, -2.895, -1.425], [2.111, -2.226, -0.996], [3.568, -2.671, -1.323], [3.488, -3.675, -2.474], [4.292, -1.368, -1.801], [4.123, -3.243, 0.006], [5.413, -4.101, -0.052], [6.548, -3.506, -0.904], [5.191, -5.571, -0.467], [5.959, -4.160, 1.429], [1.913, -1.098, -0.216], [0.660, -0.651, 0.100], [-11.379, 11.061, 6.475], [-11.939, 10.248, 7.932], [-10.284, 10.798, 7.899], [-10.266, 7.038, 7.536], [-10.792, 8.288, 8.758], [-11.955, 7.507, 7.698], [-11.097, 8.242, 4.787], [-8.981, 10.029, 4.270], [-8.358, 9.297, 5.722], [-8.798, 6.982, 4.495], [-7.303, 7.917, 4.380], [-7.617, 8.575, 2.179], [-10.610, 8.274, 2.747], [-10.026, 8.432, 1.074], [-9.722, 9.697, 2.261], [-8.818, 5.822, 2.605], [-9.021, 6.576, 1.043], [-6.325, 7.044, 1.468], [-7.037, 5.841, 0.379], [-7.014, 5.644, 4.142], [-4.562, 4.117, 4.119], [-6.088, 3.527, 4.992], [-5.119, 2.028, 2.771], [-6.806, 2.803, 2.692], [-4.413, 4.413, 2.056], [-5.487, 4.480, -0.356], [-5.975, 2.841, -0.003], [-3.409, 3.853, -0.712], [-3.207, 3.125, 0.899], [-3.973, -0.087, -0.122], [-3.691, 0.989, 1.251], [-1.472, 0.747, 1.041], [-1.465, 1.093, -0.695], [-1.167, -2.939, -1.456], [1.051, -3.784, -2.040], [3.152, -4.643, -2.093], [4.470, -3.843, -2.919], [2.761, -3.399, -3.239], [3.588, -0.821, -2.430], [5.120, -1.686, -2.440], [4.658, -0.779, -0.962], [4.305, -2.419, 0.703], [3.339, -3.865, 0.455], [6.438, -3.656, -1.980], [6.561, -2.426, -0.721], [7.521, -3.863, -0.564], [4.385, -6.065, 0.081], [6.119, -6.108, -0.235], [5.082, -5.659, -1.550], [6.997, -3.822, 1.481], [5.377, -3.527, 2.102], [5.949, -5.192, 1.787], [2.794, -0.565, 0.122], [0.565, 0.231, 0.722], [6.402, 1.203, 3.290], [7.590, 1.883, 2.644], [8.197, 1.035, 1.651], [7.607, 1.010, 0.466], [6.626, 1.620, 0.151], [8.395, 0.100, -0.485], [8.731, -1.055, 0.098], [9.531, 0.688, -0.887], [7.690, -0.192, -1.579], [6.694, 0.234, 3.699], [6.002, 1.820, 4.094], [5.610, 1.023, 2.564], [8.362, 2.073, 3.387], [7.317, 2.842, 2.206], [-1.200, -8.212, -5.209], [-0.355, -7.092, -5.777], [0.756, -6.789, -4.909], [1.805, -7.593, -5.010], [1.912, -8.528, -5.745], [2.911, -7.122, -4.056], [2.422, -6.833, -2.839], [3.517, -6.019, -4.517], [3.853, -8.050, -3.895], [-1.523, -7.972, -4.196], [-2.079, -8.378, -5.832], [-0.636, -9.143, -5.154], [-0.940, -6.177, -5.842], [0.002, -7.323, -6.780], [8.630, 1.076, -4.246], [7.839, 2.361, -4.348], [8.700, 3.485, -4.614], [9.067, 3.650, -5.879], [8.751, 2.957, -6.800], [9.939, 4.908, -6.006], [10.868, 4.965, -5.045], [9.186, 6.014, -5.907], [10.565, 4.948, -7.178], [9.420, 1.171, -3.501], [7.979, 0.251, -3.966], [9.109, 0.830, -5.194], [7.353, 2.576, -3.398], [7.059, 2.295, -5.106], [2.421, -9.344, -1.261], [2.341, -10.706, -1.915], [1.341, -11.528, -1.282], [0.090, -11.303, -1.658], [-0.269, -10.490, -2.460], [-0.853, -12.278, -0.939], [-0.572, -12.365, 0.366], [-0.746, -13.508, -1.460], [-2.123, -11.897, -1.055], [2.593, -9.442, -0.188], [3.229, -8.765, -1.695], [1.490, -8.792, -1.389], [3.285, -11.235, -1.796], [2.144, -10.629, -2.984]], "forces_ev_per_angstrom": [[1.403, -0.156, 0.627], [0.197, 0.199, -0.115], [-2.220, 0.030, -1.086], [-0.187, -0.057, 0.181], [-0.684, 1.449, 0.197], [0.548, 0.462, -0.320], [-1.021, -0.667, 0.245], [0.296, 0.428, 0.182], [0.211, 0.682, -0.107], [-0.310, 0.074, 0.009], [-0.801, 0.146, 0.732], [0.872, -0.585, 1.223], [-0.721, -0.310, -1.495], [-0.890, 1.746, 0.259], [1.429, -0.504, -0.524], [-0.060, -0.049, -0.032], [-0.331, 0.118, -0.560], [-0.031, 0.139, 0.379], [0.071, -0.800, -0.524], [-0.087, 0.455, 1.235], [0.019, 0.192, -0.447], [0.123, 0.316, 0.319], [-1.473, -0.455, -0.401], [0.180, -0.590, -0.316], [0.951, -0.171, 0.066], [-1.409, 1.045, -0.014], [0.281, -0.554, 0.510], [-0.036, -1.351, -0.314], [0.426, -0.514, -0.820], [0.569, -0.453, 1.073], [-0.361, 0.748, 0.275], [0.620, 0.291, -0.318], [-0.091, 0.030, -0.354], [0.762, -0.224, -0.114], [-0.481, 1.005, 0.667], [0.286, 0.033, -0.003], [0.047, -0.055, -0.088], [-0.155, 0.241, -0.126], [0.150, 0.136, 0.201], [0.196, -0.109, -0.051], [0.160, -0.170, 0.331], [0.865, -1.602, 0.467], [0.243, -0.230, -0.223], [-0.085, 0.107, -0.053], [-0.134, 0.108, -0.119], [-0.081, -0.158, 0.006], [-0.122, 0.025, -0.036], [0.015, -0.152, -0.178], [0.087, -0.016, 0.065], [-0.131, -0.057, -0.062], [0.179, -0.108, -0.122], [0.083, -0.185, 0.016], [0.112, -0.156, -0.154], [0.255, -0.196, 0.121], [-0.105, 0.402, -0.600], [-0.161, 0.308, 0.675], [0.387, -0.123, 0.081], [-0.040, 0.022, 0.083], [0.237, -1.110, -0.165], [-0.030, 0.027, -0.202], [-0.031, 0.025, 0.163], [-0.032, 0.040, 0.228], [0.219, -0.100, 0.163], [-0.071, 0.058, -0.021], [-0.032, 0.142, 0.010], [-0.034, 0.084, -0.084], [0.188, 0.106, -0.184], [-0.073, -0.304, -0.195], [0.195, -0.140, -0.066], [0.070, 0.013, 0.075], [0.018, 0.061, -0.040], [-0.125, 0.068, -0.117], [0.296, 0.302, -0.085], [0.183, 0.270, 0.136], [0.175, 0.360, 0.173], [-0.008, 0.181, -0.189], [-0.107, 0.083, -0.186], [0.090, 0.044, 0.024], [0.001, -0.098, 0.088], [0.119, -0.064, -0.144], [-0.088, -0.274, -0.244], [-0.102, 0.133, -0.165], [-0.126, -0.037, 0.012], [-0.376, -0.136, 0.121], [-0.090, 0.020, 0.001], [0.018, -0.180, 0.063], [-0.111, 0.146, 0.193], [-0.192, 0.149, 0.155], [0.010, 0.021, -0.054], [-0.096, -0.245, -0.213], [-0.227, 0.278, 0.526], [0.171, -0.089, -0.219], [-0.134, 0.403, 0.506], [0.031, -0.166, -0.273], [0.420, -0.618, -0.537], [-0.104, 0.086, 0.166], [-0.094, 0.228, 0.171], [-0.204, 0.169, 0.226], [0.056, 0.065, 0.092], [0.048, 0.017, 0.002], [-0.009, 0.105, -0.001], [0.155, -0.153, -0.145], [-0.027, -0.109, -0.196], [0.210, -0.140, 0.195], [-0.623, -0.131, -0.274], [0.280, 0.162, 0.103], [-0.578, -0.025, -0.388], [0.303, -0.035, 0.158], [0.599, 0.232, 0.532], [-0.147, 0.078, -0.240], [-0.222, -0.050, -0.181], [-0.150, -0.128, -0.208], [-0.068, 0.053, -0.045], [0.010, 0.050, -0.020], [-0.015, 0.002, -0.072], [0.187, 0.114, 0.164], [0.198, -0.074, 0.100], [0.328, 0.062, -0.262], [-0.313, -0.498, 0.252], [0.072, 0.275, -0.047], [-0.417, -0.428, 0.250], [0.166, 0.195, -0.153], [0.485, 0.476, -0.092], [-0.088, -0.119, 0.034], [-0.142, -0.124, 0.032], [-0.132, -0.158, -0.021], [-0.094, -0.015, 0.092], [-0.029, 0.031, 0.001], [-0.107, 0.011, -0.046], [0.137, 0.214, 0.007], [0.149, 0.093, -0.146], [-0.315, -0.091, 0.301], [0.527, 0.367, -0.158], [-0.225, -0.216, 0.015], [0.565, 0.255, -0.242], [-0.281, -0.101, 0.075], [-0.460, -0.357, 0.366], [0.102, 0.101, -0.058], [0.130, 0.087, -0.110], [0.099, 0.136, -0.124], [0.099, -0.071, -0.032], [0.080, -0.060, 0.043], [0.029, 0.008, -0.094], [-0.140, -0.188, 0.131], [-0.198, -0.029, 0.044]], "relative_energy_kcal_mol": 0.0, "homo_lumo_gap_ev": 5.2, "fmax_ev_per_a": 2.47, "total_charge": 1}